{"formula": "C24H42N6O8S2Y", "method": "ωB97M-V with the def2-TZVPD basis set", "e_lumo_ev": 2.35, "multiplicity": 1, "orbital_gap_ev": 8.525, "total_charge": -1, "fmax_ha_per_bohr": 0.07080, "symbols": ["Y", "S", "O", "O", "O", "O", "S", "O", "O", "O", "O", "C", "C", "C", "C", "N", "H", "H", "H", "H", "H", "H", "H", "C", "C", "C", "C", "N", "H", "H", "H", "H", "H", "H", "H", "C", "C", "C", "C", "N", "H", "H", "H", "H", "H", "H", "H", "C", "C", "C", "C", "N", "H", "H", "H", "H", "H", "H", "H", "C", "C", "C", "C", "N", "H", "H", "H", "H", "H", "H", "H", "C", "C", "C", "C", "N", "H", "H", "H", "H", "H", "H", "H"], "xyz": [[-0.117, 1.077, 0.184], [1.915, -0.841, 0.892], [1.464, -2.181, 1.071], [1.319, 0.104, 1.897], [3.326, -0.510, 0.859], [1.335, -0.337, -0.527], [-1.617, 2.185, -2.193], [-2.275, 1.024, -2.864], [-1.956, 2.123, -0.655], [-0.175, 1.925, -2.150], [-1.985, 3.478, -2.764], [3.419, 2.379, -3.794], [3.576, 1.212, -2.774], [3.916, 1.633, -1.353], [2.731, 2.125, -0.646], [1.779, 2.616, -0.223], [3.030, 2.116, -4.709], [4.332, 3.013, -3.913], [2.736, 3.142, -3.403], [4.302, 0.488, -3.066], [2.669, 0.666, -2.753], [4.626, 2.408, -1.615], [4.383, 0.830, -0.883], [-4.100, -4.138, 2.107], [-3.219, -3.559, 1.017], [-1.837, -3.129, 1.508], [-1.488, -1.965, 0.827], [-1.269, -0.992, 0.251], [-5.019, -4.527, 1.631], [-4.376, -3.467, 2.913], [-3.601, -5.058, 2.468], [-3.791, -2.747, 0.538], [-3.183, -4.329, 0.254], [-1.097, -3.902, 1.246], [-1.765, -2.822, 2.550], [5.489, 0.147, 5.101], [5.326, -1.041, 4.159], [6.018, -0.681, 2.874], [7.491, -0.707, 3.164], [8.617, -0.813, 3.426], [4.937, 0.049, 6.035], [5.065, 1.088, 4.629], [6.583, 0.216, 5.180], [4.234, -1.291, 3.946], [5.725, -1.832, 4.709], [5.525, 0.227, 2.555], [5.747, -1.389, 2.004], [-6.248, 0.825, -2.000], [-5.495, -0.240, -2.884], [-4.793, -1.327, -2.059], [-5.703, -1.952, -1.168], [-6.595, -2.299, -0.503], [-6.741, 1.546, -2.693], [-5.606, 1.427, -1.326], [-6.914, 0.212, -1.402], [-4.639, 0.201, -3.360], [-6.143, -0.697, -3.594], [-3.915, -0.936, -1.536], [-4.369, -2.123, -2.668], [-2.245, 7.234, 1.406], [-1.852, 5.801, 1.819], [-2.083, 4.607, 0.834], [-1.531, 3.490, 1.567], [-0.863, 2.783, 2.150], [-2.126, 7.851, 2.264], [-3.262, 7.237, 1.020], [-1.574, 7.457, 0.554], [-2.418, 5.509, 2.715], [-0.855, 5.816, 2.109], [-1.553, 4.614, -0.108], [-3.137, 4.460, 0.667], [2.599, -3.698, -1.572], [1.118, -4.219, -1.361], [0.116, -3.318, -2.127], [-1.173, -3.977, -2.323], [-2.073, -4.660, -2.409], [3.306, -4.205, -0.943], [2.630, -2.615, -1.253], [2.789, -3.719, -2.655], [0.927, -4.297, -0.281], [1.069, -5.271, -1.819], [0.529, -3.177, -3.146], [0.077, -2.353, -1.623]]}